# 1
# C35H78CdN3O11

A molecular structure, C35H78CdN3O11 in a non-equilibrium geometry (ωB97M-V/def2-TZVPD, the OMol25 dataset).

As for the HOMO energy: -9.55 eV. The energy above the lowest of the compared OMol25 structures with the same formula, charge and spin comes out at 0.000 eV. The value obtained for the HOMO-LUMO gap is 0.1950 Ha. As for the charge: +1. The spin multiplicity is 1.

Each line ends with the Mulliken charge.
CARTESIAN COORDINATES (ANGSTROEM)
Cd -1.892 2.119 3.880  0.2745
C 0.072 1.729 0.314  -0.5365
C -0.668 1.946 1.604  1.1468
O -0.425 2.968 2.325  -0.9039
O -1.553 1.113 1.986  -0.0590
H 0.235 2.704 -0.139  0.7059
H -0.486 1.028 -0.299  -0.2580
H 1.041 1.286 0.546  0.3563
C 1.620 5.488 3.033  -0.1642
C 0.961 6.397 4.066  -0.3795
O -0.462 6.469 3.904  -0.5172
O 1.996 4.230 3.605  -0.5573
H 2.562 5.934 2.713  0.3426
H 0.966 5.329 2.176  0.1256
H 1.307 7.420 3.925  0.3237
H 1.252 6.032 5.051  0.2601
H -0.864 5.757 4.407  0.2511
H 1.302 3.590 3.412  0.3039
C -5.512 1.951 1.810  -0.3921
C -4.996 2.581 3.088  -0.4425
O -3.650 3.050 2.803  -0.2201
O -4.713 0.828 1.501  -0.4048
H -5.499 2.692 1.003  0.2135
H -6.537 1.621 1.983  0.4336
H -4.998 1.862 3.903  0.1197
H -5.629 3.425 3.379  0.4138
H -3.679 3.966 2.501  0.1901
H -3.788 1.100 1.425  0.1350
C -0.627 -0.079 5.577  -0.1509
C -1.611 -0.796 4.680  -0.3184
O -2.797 0.028 4.393  -0.4704
O -0.256 1.232 5.075  -0.3238
H 0.254 -0.709 5.724  0.1447
H -1.054 0.037 6.581  0.4624
H -1.960 -1.664 5.234  0.5879
H -1.153 -1.036 3.723  0.0001
H -3.564 -0.525 4.569  0.2730
H 0.376 1.596 5.707  0.2062
C 1.232 -1.239 2.158  -1.4740
C 1.707 -2.641 2.545  2.2617
C 2.233 -3.402 1.319  -1.7817
C 3.608 -2.945 0.853  1.1507
C 4.619 -2.973 1.981  -1.7904
C 4.135 -2.207 3.224  1.7975
N 2.790 -2.678 3.531  0.0435
O 2.345 -2.027 4.741  -0.4239
C 5.070 -2.596 4.360  -2.0333
C 4.279 -0.677 2.974  -1.4350
C 0.553 -3.468 3.113  -2.0516
H 0.854 -0.797 3.089  0.0075
H 0.349 -1.342 1.521  0.6665
H 1.967 -0.577 1.716  0.1870
H 2.239 -4.481 1.483  0.4833
H 1.581 -3.220 0.457  0.3147
H 3.525 -1.928 0.450  -0.9801
H 3.982 -3.562 0.034  0.6173
H 5.569 -2.539 1.661  0.4528
H 4.847 -4.002 2.275  0.4041
H 6.100 -2.316 4.141  0.4625
H 4.803 -2.062 5.277  0.4310
H 5.036 -3.661 4.594  0.4282
H 5.195 -0.320 3.433  0.4434
H 4.301 -0.480 1.900  0.1974
H 3.400 -0.144 3.333  0.1407
H -0.333 -3.392 2.477  0.3348
H 0.297 -3.121 4.118  0.2955
H 0.812 -4.522 3.181  0.4974
H 2.398 -2.740 5.384  0.3563
C 2.518 -2.281 -6.080  -2.0602
C 2.582 -2.383 -4.553  1.7722
C 4.023 -2.195 -4.135  -1.4842
C 4.210 -1.904 -2.630  -0.0470
C 3.447 -0.618 -2.332  -1.5549
C 1.960 -0.671 -2.698  1.8849
N 1.792 -1.299 -3.999  0.1594
O 0.475 -1.241 -4.487  -0.3594
C 1.154 -1.411 -1.626  0.0799
C 1.481 0.783 -2.785  -1.3496
C 2.044 -3.763 -4.161  -1.6362
H 3.203 -3.001 -6.532  0.4140
H 2.742 -1.281 -6.454  0.4184
H 1.515 -2.514 -6.442  0.3811
H 4.627 -3.072 -4.376  0.4925
H 4.439 -1.340 -4.673  0.4039
H 5.276 -1.686 -2.534  0.4200
H 3.883 -2.739 -2.012  -0.1487
H 3.966 0.228 -2.785  0.4374
H 3.491 -0.408 -1.253  0.2017
H 0.086 -1.171 -1.713  -0.4380
H 1.271 -2.494 -1.621  0.3736
H 1.415 -1.034 -0.629  -0.4123
H 1.958 1.346 -3.582  0.4887
H 0.414 0.717 -3.034  -0.2670
H 1.513 1.341 -1.851  0.3116
H 2.168 -3.956 -3.091  0.2044
H 2.555 -4.574 -4.685  0.4993
H 0.983 -3.860 -4.401  0.3334
H -0.043 -1.849 -3.937  0.3078
C -2.791 0.407 -1.266  -1.2503
C -4.005 0.292 -2.199  2.0257
C -4.923 1.511 -2.095  -0.6256
C -4.290 2.728 -2.704  -0.4720
C -3.988 2.473 -4.179  -1.3643
C -3.112 1.231 -4.413  1.8831
N -3.610 0.124 -3.602  0.0232
O -2.768 -1.013 -3.739  -0.3407
C -3.266 0.855 -5.881  -2.0542
C -1.652 1.613 -4.149  -1.3801
C -4.817 -0.925 -1.808  -2.1484
H -2.959 -0.122 -0.313  0.4541
H -1.942 -0.177 -1.632  -0.2524
H -2.498 1.406 -0.941  0.3235
H -5.886 1.280 -2.550  0.4995
H -5.083 1.652 -1.021  -0.4653
H -4.899 3.635 -2.621  0.4522
H -3.379 3.003 -2.160  0.1656
H -3.434 3.358 -4.503  0.4774
H -4.900 2.431 -4.777  0.3643
H -4.275 0.508 -6.114  0.4824
H -2.601 0.017 -6.120  0.3851
H -3.001 1.671 -6.552  0.3819
H -1.431 1.770 -3.093  0.2362
H -1.368 2.480 -4.745  0.4575
H -0.972 0.810 -4.450  0.1277
H -5.265 -0.883 -0.817  0.3165
H -5.650 -1.085 -2.510  0.4955
H -4.272 -1.858 -1.980  0.4357
H -3.173 -1.500 -4.464  0.3635

***

# 2
# C36H47BrClN2OPPdSi

A molecular structure, C36H47BrClN2OPPdSi in a non-equilibrium geometry (ωB97M-V/def2-TZVPD, the OMol25 dataset).

As for the HOMO energy (spin up / spin down): -13.97 / -13.97 eV. The value obtained for the HOMO-LUMO gap (spin up / spin down) is 0.1922 / 0.2161 Ha. As for the charge: +2. The spin multiplicity is 1.

Each line ends with the Mulliken charge.
CARTESIAN COORDINATES (ANGSTROEM)
Pd 0.151 1.258 -0.504  -0.7203
Cl 2.282 2.558 -0.438  -0.0912
C 3.146 2.124 -1.871  0.6882
C 4.483 2.474 -1.947  -0.6815
C 5.214 2.134 -3.073  -0.5460
C 4.607 1.464 -4.122  -0.8726
C 3.269 1.120 -4.046  -0.2739
C 2.512 1.448 -2.920  -0.0025
P 0.759 0.964 -2.792  1.7087
C 0.406 0.018 -4.305  0.1006
C -0.194 0.645 -5.397  -0.2037
C -0.363 -0.056 -6.577  -0.7779
C 0.040 -1.379 -6.672  -0.5218
C 0.615 -2.009 -5.579  -0.6522
C 0.791 -1.319 -4.393  -0.2428
C -0.199 2.505 -3.016  0.5324
C 0.330 3.704 -3.488  -0.7087
C -0.513 4.783 -3.694  -0.7761
C -1.868 4.682 -3.409  -0.6913
C -2.390 3.506 -2.889  -0.7686
C -1.562 2.417 -2.693  -0.2451
H 4.943 3.002 -1.128  0.5221
H 6.259 2.395 -3.122  0.4294
H 5.178 1.207 -5.000  0.4503
H 2.799 0.597 -4.865  0.4166
H -0.507 1.676 -5.330  0.4358
H -0.806 0.441 -7.427  0.4486
H -0.100 -1.918 -7.596  0.4287
H 0.927 -3.039 -5.656  0.4409
H 1.233 -1.809 -3.536  0.4833
H 1.385 3.784 -3.704  0.5527
H -0.111 5.703 -4.087  0.4776
H -2.521 5.522 -3.590  0.4956
H -3.441 3.442 -2.656  0.5385
H -1.966 1.464 -2.342  0.5360
N -5.353 5.062 1.845  -0.3359
C -4.484 5.301 0.850  0.2262
O -4.671 6.076 -0.057  -0.5848
C -3.215 4.473 0.871  0.9473
C -2.129 4.942 0.137  -0.6674
C -1.014 4.139 -0.012  -0.4693
N -0.930 2.933 0.544  -0.3048
C -1.937 2.504 1.300  -0.3497
C -3.103 3.231 1.485  -0.7417
H -6.203 5.605 1.866  0.2628
H -5.117 4.521 2.658  0.1790
H -2.183 5.907 -0.343  0.5556
H -0.173 4.470 -0.608  0.5463
H -1.800 1.548 1.795  0.4988
H -3.905 2.796 2.059  0.4031
C 0.463 -0.940 5.031  -1.8758
C 1.309 -1.921 4.215  2.3023
C 1.647 -3.122 5.099  -1.7171
C 2.596 -1.193 3.821  -1.7333
Si 0.294 -2.561 2.652  -0.9902
Br 0.424 -0.642 1.157  0.5328
C 1.197 -3.936 1.569  2.4553
C 0.720 -3.899 0.114  -1.9494
C 2.712 -3.732 1.561  -2.0362
C 0.886 -5.305 2.173  -1.7614
C -1.640 -2.748 2.877  2.4229
C -1.917 -3.678 4.063  -1.7770
C -2.297 -3.355 1.631  -2.0226
C -2.332 -1.401 3.124  -1.8550
H 1.059 -0.571 5.863  0.6017
H -0.415 -1.416 5.456  0.3400
H 0.162 -0.079 4.437  0.2757
H 2.118 -2.770 6.014  0.5256
H 2.345 -3.800 4.617  0.3175
H 0.757 -3.677 5.382  0.3426
H 3.128 -0.908 4.727  0.5368
H 2.383 -0.284 3.264  0.3124
H 3.267 -1.810 3.237  0.3223
H 0.998 -2.966 -0.371  0.3643
H -0.351 -4.035 0.021  0.2878
H 1.198 -4.711 -0.429  0.5494
H 2.984 -2.749 1.183  0.3526
H 3.165 -4.473 0.904  0.5890
H 3.146 -3.876 2.545  0.3534
H -0.168 -5.554 2.093  0.3168
H 1.182 -5.364 3.216  0.3598
H 1.443 -6.067 1.632  0.5395
H -1.431 -4.642 3.938  0.3715
H -2.988 -3.858 4.135  0.5399
H -1.594 -3.245 5.004  0.3153
H -1.967 -4.374 1.458  0.3475
H -2.105 -2.756 0.743  0.3060
H -3.375 -3.389 1.779  0.5969
H -1.936 -0.878 3.987  0.2958
H -3.391 -1.575 3.304  0.5534
H -2.247 -0.757 2.251  0.3157